{"formula": "C14H14N5O5", "method": "ωB97M-V with the def2-TZVPD basis set", "homo_ev": -4.0, "max_force_ev_per_a": 4.54, "orbital_gap_ev": 6.745, "total_charge": -1, "total_energy_ha": -1191.7874, "symbols": ["C", "O", "C", "N", "C", "N", "O", "N", "O", "C", "C", "N", "H", "H", "H", "H", "C", "C", "O", "C", "C", "C", "C", "C", "N", "C", "C", "O", "H", "H", "H", "H", "H", "H", "H", "H", "H", "H"], "coordinates": [[-1.73329, -3.62309, -0.70639], [-2.63239, -3.02087, 0.23940], [-2.38173, -1.71991, 0.47205], [-3.34163, -1.13096, 1.22994], [-3.12422, 0.12134, 1.51039], [-3.93164, 0.96084, 2.28486], [-3.25576, 2.15307, 2.29309], [-2.01344, 2.07788, 1.46309], [-1.30281, 3.06449, 1.44552], [-1.94681, 0.78075, 1.04040], [-1.06372, 0.20817, -0.03362], [-1.26477, -1.24472, -0.04287], [-2.02238, -4.67159, -0.71848], [-1.86143, -3.17403, -1.69847], [-0.68918, -3.49173, -0.40084], [-1.50785, 0.61424, -0.98965], [1.63500, 2.70645, -4.04154], [1.84199, 1.49029, -3.19142], [0.94122, 1.60861, -2.05633], [1.09921, 0.55266, -1.23172], [0.30248, 0.62913, 0.08959], [1.03125, -0.08902, 1.24421], [1.91328, -1.15633, 1.04960], [2.53660, -1.73098, 2.17615], [2.29557, -1.34547, 3.42443], [1.44724, -0.33808, 3.61150], [0.79651, 0.32815, 2.56002], [1.84878, -0.35528, -1.55117], [2.27209, 2.62817, -4.92437], [0.59660, 2.79761, -4.36987], [1.91525, 3.61968, -3.51047], [1.60147, 0.56806, -3.73240], [2.87377, 1.43688, -2.81912], [0.30489, 1.70052, 0.33182], [2.15585, -1.54667, 0.06639], [3.25340, -2.53991, 2.03946], [1.26761, -0.03936, 4.64440], [0.14295, 1.17102, 2.80243]], "forces_ev_per_angstrom": [[-0.231, 0.014, 0.334], [0.369, -0.448, -0.380], [0.605, 1.336, 0.130], [-0.479, -2.209, -0.705], [-0.981, 2.429, 1.716], [2.359, -2.132, -2.192], [1.428, 0.929, -0.553], [-1.850, -3.508, 0.578], [0.472, 0.562, -0.276], [-0.568, 3.513, 0.847], [-4.376, -1.164, -0.354], [-0.384, 0.316, -0.059], [0.058, -0.067, -0.065], [0.039, -0.072, 0.180], [-0.271, -0.122, -0.071], [0.535, -0.128, 0.454], [0.009, 0.359, -0.268], [-0.335, 0.217, 0.063], [0.384, -0.367, 0.205], [0.434, -1.290, 0.136], [3.949, 1.031, 0.132], [0.018, 0.019, -0.236], [0.432, -0.419, 0.915], [-0.689, 0.545, -0.704], [0.253, -0.069, 0.286], [-0.376, 0.247, -0.693], [0.350, -0.181, 0.380], [-0.748, 0.812, 0.196], [-0.035, 0.038, -0.051], [0.098, -0.025, 0.045], [-0.081, -0.086, -0.001], [0.162, 0.189, 0.145], [-0.305, -0.131, -0.104], [-0.072, -0.108, -0.013], [-0.231, 0.195, 0.366], [-0.133, 0.080, 0.059], [0.021, -0.032, -0.197], [0.171, -0.274, -0.245]], "lowdin_charge": [-0.096, -0.070, -0.466, 0.131, -0.345, 0.064, -0.080, -0.187, -0.016, -0.067, -0.268, 0.123, 0.075, 0.082, 0.075, 0.175, -0.081, -0.231, 0.011, -0.390, -0.145, -0.131, -0.003, -0.149, 0.028, -0.149, 0.001, 0.070, 0.075, 0.080, 0.079, 0.127, 0.128, 0.147, 0.097, 0.095, 0.098, 0.112]}

{"formula": "C14H14O5", "method": "ωB97M-V with the def2-TZVPD basis set", "homo_ev": -8.6, "max_force_ev_per_a": 4.39, "smiles": "COOC(=O)C[C@H]1OC(c2ccc(C)cc2)=CC1=O", "orbital_gap_ev": 8.349, "total_charge": 0, "total_energy_ha": -917.8958, "symbols": ["C", "O", "O", "C", "O", "C", "C", "O", "C", "C", "C", "C", "C", "C", "C", "C", "C", "C", "O", "H", "H", "H", "H", "H", "H", "H", "H", "H", "H", "H", "H", "H", "H"], "coordinates": [[-2.18007, 4.42468, -4.90945], [-2.72211, 3.89597, -3.72802], [-1.92288, 2.82796, -3.08706], [-2.49972, 2.19654, -2.09700], [-3.61441, 2.40491, -1.62280], [-1.75417, 1.00605, -1.51574], [-1.55312, 1.18719, 0.10433], [-1.07777, -0.16345, 0.38882], [0.13580, -0.04449, 1.03149], [0.77194, -1.18909, 1.65088], [2.22329, -1.09545, 1.74153], [2.98438, -2.24937, 2.07610], [2.21629, -3.48764, 2.34394], [2.98944, -4.78173, 2.53606], [0.83492, -3.36123, 2.44346], [0.07514, -2.19513, 2.23277], [0.63978, 1.30102, 1.04184], [-0.40201, 2.16033, 0.47674], [-0.44070, 3.38919, 0.38906], [-2.25277, 3.85171, -5.80036], [-2.85559, 5.28597, -5.23140], [-1.12551, 4.63449, -4.61409], [-2.41741, 0.19136, -1.74573], [-0.80039, 0.80664, -2.11533], [-2.50073, 1.37674, 0.72863], [2.84168, -0.29619, 1.34443], [4.12766, -2.11452, 2.04763], [3.82122, -4.78734, 3.25960], [3.41027, -4.93630, 1.52817], [2.23264, -5.53869, 2.76997], [0.24566, -4.24467, 2.64172], [-0.97662, -2.11099, 2.19981], [1.54587, 1.65552, 1.49002]], "forces_ev_per_angstrom": [[1.230, 0.876, 0.610], [-2.276, -0.731, 1.651], [1.668, 1.005, -2.473], [-3.716, -0.191, 2.323], [1.629, 0.367, -1.165], [1.478, 1.586, 0.002], [-0.440, -0.905, -2.161], [1.200, 0.356, 1.888], [0.226, 4.175, -0.334], [2.431, 2.292, 0.050], [0.344, -2.839, -0.345], [-1.574, 0.412, -0.085], [1.821, 2.662, 0.621], [-0.888, 0.363, -0.935], [-0.392, -0.797, 0.578], [1.923, -1.034, -1.413], [-2.189, -2.657, -0.549], [0.166, 0.577, 0.375], [-0.129, -1.807, -0.149], [0.226, -1.508, -0.511], [1.081, -0.579, 1.399], [-0.623, 0.626, -1.070], [-0.256, -0.491, 0.399], [-0.877, 0.320, 1.449], [1.313, -0.218, -1.383], [-0.728, 0.371, 0.099], [-1.980, -0.797, 0.173], [-0.579, 0.313, -0.169], [0.042, -0.602, 0.459], [0.580, -0.261, -0.043], [0.161, -0.329, 0.311], [-1.019, -0.495, 0.291], [0.144, -0.060, 0.106]], "lowdin_charge": [-0.079, -0.090, 0.069, -0.498, 0.094, 0.011, -0.118, -0.019, -0.166, -0.176, -0.010, -0.009, -0.253, -0.057, -0.042, -0.002, 0.081, -0.365, 0.059, 0.062, 0.128, 0.107, 0.118, 0.154, 0.195, 0.103, 0.133, 0.085, 0.086, 0.073, 0.107, 0.113, 0.106]}

{"formula": "C14H15BiN5", "method": "ωB97M-V with the def2-TZVPD basis set", "homo_ev": [-11.3, -11.3], "max_force_ev_per_a": 5.32, "orbital_gap_ev": [4.819, 4.816], "total_charge": 1, "total_energy_ha": -1030.4806, "symbols": ["Bi", "N", "C", "C", "N", "H", "H", "H", "H", "H", "H", "H", "H", "N", "C", "N", "C", "N", "C", "C", "C", "C", "C", "C", "C", "C", "C", "C", "H", "H", "H", "H", "H", "H", "H"], "coordinates": [[0.40445, 1.06756, 0.62378], [2.94526, 2.40296, 0.07242], [2.74881, 3.80583, -0.25086], [1.52844, 4.23922, 0.60587], [0.28072, 3.54756, 0.22135], [3.31396, 2.36411, 1.04105], [3.56151, 1.94014, -0.58931], [2.55775, 3.93580, -1.33451], [3.64388, 4.41259, 0.02158], [1.40362, 5.36063, 0.48499], [1.73919, 4.03991, 1.66164], [0.09248, 3.70104, -0.84132], [-0.50083, 3.99097, 0.71487], [2.02637, -0.76469, 0.47007], [3.12748, -1.33726, 0.27753], [4.12857, -2.10946, 0.30887], [4.82967, -2.75258, -0.57298], [5.51070, -3.44216, -1.27255], [-2.11451, -4.31952, -0.78885], [-0.85374, -3.83054, -0.28137], [-0.67650, -2.52939, 0.12476], [-1.71345, -1.60416, -0.03271], [-1.60854, -0.21131, 0.37905], [-2.79264, 0.53834, 0.46178], [-4.06329, -0.00512, 0.17972], [-4.17985, -1.28837, -0.26039], [-2.99965, -2.08047, -0.35542], [-3.17521, -3.46965, -0.64677], [-2.23934, -5.37988, -1.04779], [0.01961, -4.54010, -0.17465], [0.20869, -2.32454, 0.67644], [-2.76656, 1.59800, 0.74495], [-4.96615, 0.57676, 0.32684], [-5.20140, -1.76157, -0.25869], [-4.21951, -3.77066, -0.68941]], "forces_ev_per_angstrom": [[0.563, -2.884, 1.422], [-0.048, -0.350, 0.271], [-0.471, 0.395, 0.498], [0.739, 1.872, -0.822], [-0.790, 0.652, -2.733], [-0.013, -0.453, -1.032], [0.133, -0.080, 0.405], [0.026, -0.061, 0.565], [-0.736, -0.138, -0.229], [0.038, -1.215, 0.290], [-0.088, -0.017, -0.099], [0.357, -0.055, 2.382], [0.138, -0.162, -0.268], [3.425, -0.959, -0.904], [-3.240, 0.426, 0.835], [-2.115, 2.457, 0.727], [2.876, -3.209, -3.120], [-2.422, 2.617, 2.390], [0.842, 0.184, 1.184], [0.409, -1.287, -0.609], [-0.460, -1.193, -0.439], [-0.161, 1.312, 0.818], [0.348, 0.627, -0.767], [0.572, 0.428, -0.377], [-0.116, 0.458, 0.198], [-0.177, -0.564, 1.105], [-0.669, -1.343, -0.221], [-0.309, 0.519, -0.247], [0.079, 0.627, 0.100], [-1.222, 0.817, -0.148], [0.658, 0.614, -0.056], [0.079, -0.300, -0.089], [0.203, 0.150, 0.071], [1.286, 0.457, -0.637], [0.266, -0.342, -0.462]], "lowdin_charge": [1.779, -0.083, -0.264, -0.276, -0.195, 0.101, 0.089, 0.126, 0.132, 0.141, 0.112, 0.143, 0.094, -0.135, -0.292, 0.095, -0.363, 0.120, -0.037, -0.040, -0.072, -0.220, -0.305, -0.158, -0.082, 0.004, -0.165, -0.028, 0.119, 0.133, 0.067, 0.083, 0.113, 0.148, 0.117]}